A:
The following is a DFT calculation (ωB97M-V with the def2-TZVPD basis set) of 2 unconnected molecules or ions with the total composition C5H17N2O.

Structure (XYZ):
```
25
Properties=species:S:1:pos:R:3:lowdin_charge:R:1
C 0.181 -1.655 -0.291 -0.05
N 1.150 -1.653 0.875 0.19
C 2.435 -0.922 0.690 0.04
C -0.578 -0.294 -0.248 -0.21
N -2.156 -0.624 -0.743 0.28
C -1.012 1.950 1.027 -0.04
C -0.567 0.460 1.011 -0.23
H 0.609 -1.735 -1.224 0.12
H -0.467 -2.569 -0.202 0.16
H 1.323 -2.575 1.191 0.16
H 2.928 -1.068 -0.245 0.12
H 3.159 -1.295 1.439 0.13
H 2.222 0.143 0.758 0.11
H -0.106 0.481 -1.040 0.16
H -2.681 -1.156 -0.052 0.17
H -2.039 -0.844 -1.655 0.11
H -2.728 0.267 -0.698 0.20
H -2.030 2.064 1.349 0.09
H -0.789 2.494 0.160 0.04
H -0.387 2.466 1.742 0.10
H 0.428 0.431 1.470 0.09
H -1.083 -0.108 1.887 0.17
H 0.572 2.865 -1.355 0.04
H 1.230 2.095 -2.479 0.05
O 0.515 2.095 -1.887 0.00
```

The charge is +2. The HOMO-LUMO gap (spin up / spin down) is 12.12 / 6.67 eV. The calculation puts the HOMO energy (spin up / spin down) at -18.79 / -18.79 eV. As for the spin multiplicity: 2. Its expectation value of S² is 0.75.

B:
The following is a DFT calculation (ωB97M-V with the def2-TZVPD basis set) of 2 unconnected molecules or ions with the total composition C5H17N2O.

Structure (XYZ):
```
25
Properties=species:S:1:pos:R:3:lowdin_charge:R:1
N 1.111 -1.165 -0.944 0.21
C 0.655 0.281 -1.091 -0.32
C 0.250 0.654 -2.495 -0.06
C -0.492 0.651 -0.023 -0.05
N -0.405 -0.017 1.383 0.14
C -1.668 -0.617 1.979 -0.11
C -2.783 0.439 2.571 0.00
H 2.060 -1.387 -1.135 0.10
H 0.843 -1.366 0.215 0.25
H 0.443 -1.809 -1.380 0.17
H 1.568 0.977 -0.977 0.18
H 0.379 1.754 -2.712 0.12
H -0.924 0.563 -2.714 0.14
H 0.777 0.151 -3.303 0.10
H -0.428 1.722 0.055 0.14
H -1.542 0.541 -0.457 0.15
H 0.117 0.577 1.989 0.15
H -2.060 -1.115 1.012 0.15
H -1.472 -1.241 2.825 0.12
H -3.540 -0.173 3.195 0.14
H -3.349 0.929 1.738 0.09
H -2.384 1.359 3.062 0.10
H 4.671 -1.060 -0.386 0.07
H 4.178 0.072 -1.444 0.05
O 3.996 -0.718 -0.963 -0.02
```

The charge is +2. The HOMO-LUMO gap (spin up / spin down) is 11.63 / 6.32 eV. The calculation puts the HOMO energy (spin up / spin down) at -18.64 / -18.64 eV. As for the spin multiplicity: 2. Its expectation value of S² is 0.76.

C:
The following is a DFT calculation (ωB97M-V with the def2-TZVPD basis set) of 2 unconnected molecules or ions with the total composition C5H17N2O.

Structure (XYZ):
```
25
Properties=species:S:1:pos:R:3:lowdin_charge:R:1
N -0.503 0.986 0.566 0.24
C 0.684 0.321 -0.156 -0.24
C 0.388 -1.153 -0.342 -0.16
C 0.030 -1.870 0.970 -0.23
C 1.158 -1.853 1.999 -0.08
C 0.951 1.021 -1.534 -0.09
N 1.057 2.471 -1.438 0.34
H -0.475 0.889 1.580 0.18
H -0.430 1.970 0.363 0.15
H -1.416 0.626 0.201 0.11
H 1.560 0.500 0.465 0.15
H 1.280 -1.614 -0.776 0.14
H -0.432 -1.270 -1.058 0.13
H -0.189 -2.908 0.712 0.13
H -0.897 -1.441 1.370 0.10
H 1.418 -0.834 2.313 0.07
H 2.047 -2.338 1.600 0.09
H 0.844 -2.347 2.917 0.09
H 1.861 0.600 -1.992 0.19
H 0.157 0.773 -2.244 0.15
H 1.967 2.797 -1.071 0.19
H 0.810 2.981 -2.301 0.19
H -3.819 0.293 0.083 0.09
H -3.184 -0.769 -0.818 0.08
O -2.969 -0.070 -0.191 -0.03
```

The charge is +2. The HOMO-LUMO gap (spin up / spin down) is 11.49 / 5.40 eV. The calculation puts the HOMO energy (spin up / spin down) at -18.74 / -18.72 eV. As for the spin multiplicity: 2. Its expectation value of S² is 0.75.

Name the most stable of them. C.

A:
The following is a DFT calculation (ωB97M-V with the def2-TZVPD basis set) of C3H5B in the gas phase.

Structure (XYZ):
```
9
Properties=species:S:1:pos:R:3:lowdin_charge:R:1
B -1.442 -0.034 0.195 0.05
C -0.017 -0.022 -0.540 -0.26
C 1.222 0.554 0.159 -0.07
C 1.282 -0.721 0.046 -0.03
H -2.337 0.435 -0.396 0.01
H -1.713 -0.076 1.253 -0.02
H -0.173 0.092 -1.623 0.08
H 1.547 1.550 0.576 0.12
H 1.631 -1.780 0.329 0.13
```

The HOMO-LUMO gap is 9.77 eV. The calculation puts the HOMO energy at -9.47 eV.

B:
The following is a DFT calculation (ωB97M-V with the def2-TZVPD basis set) of C3H5B in the gas phase.

Structure (XYZ):
```
9
Properties=species:S:1:pos:R:3:lowdin_charge:R:1
B 1.326 0.886 0.390 0.17
C 0.109 0.974 -0.688 -0.21
C 0.504 -0.660 0.842 -0.22
C -0.662 -0.324 -0.061 -0.07
H -0.429 1.812 -0.448 0.04
H 0.446 0.811 -1.693 0.07
H 1.084 -1.403 0.412 0.03
H 0.066 -0.907 1.899 0.10
H -1.647 -0.107 0.384 0.07
```

The HOMO-LUMO gap (spin up / spin down) is 7.75 / 8.46 eV. The calculation puts the HOMO energy (spin up / spin down) at -8.39 / -8.37 eV.

C:
The following is a DFT calculation (ωB97M-V with the def2-TZVPD basis set) of C3H5B in the gas phase.

Structure (XYZ):
```
9
Properties=species:S:1:pos:R:3:lowdin_charge:R:1
C 1.575 -0.125 0.025 0.00
C 0.293 -0.305 0.114 -0.31
B -1.232 -0.904 0.112 0.07
C -0.801 0.599 -0.030 -0.16
H 2.326 -1.007 -0.087 0.10
H 1.892 0.881 0.036 0.05
H -2.246 -1.651 0.057 0.06
H -0.638 1.224 -0.926 0.11
H -1.168 1.289 0.698 0.08
```

The HOMO-LUMO gap is 9.15 eV. The calculation puts the HOMO energy at -9.37 eV.

Name the most stable of them. C.

A:
The following is a DFT calculation (ωB97M-V with the def2-TZVPD basis set) of 2 unconnected molecules or ions with the total composition C2H7NS2.

Structure (XYZ):
```
12
Properties=species:S:1:pos:R:3:lowdin_charge:R:1
C -0.621 -1.944 -0.428 -0.17
N -1.548 -1.380 0.190 0.03
H 0.224 -2.390 0.114 0.06
H -0.422 -2.008 -1.507 0.07
H -2.228 -0.921 -0.415 0.04
C 1.173 0.807 1.102 -0.44
S 1.324 1.993 -0.289 0.32
S -0.522 2.516 -0.898 0.26
H 1.218 1.400 2.003 0.02
H 1.942 0.075 0.918 0.02
H 0.265 0.266 1.047 -0.02
H -0.805 1.588 -1.836 -0.21
```

The HOMO-LUMO gap is 9.67 eV. The calculation puts the HOMO energy at -9.09 eV.

B:
The following is a DFT calculation (ωB97M-V with the def2-TZVPD basis set) of 2 unconnected molecules or ions with the total composition C2H7NS2.

Structure (XYZ):
```
12
Properties=species:S:1:pos:R:3:lowdin_charge:R:1
C 1.176 -0.212 1.542 -0.03
C -0.067 0.312 1.539 -0.30
N -0.434 1.304 0.643 0.03
H 1.705 -0.028 0.607 0.04
H 1.583 -0.726 2.382 0.03
H -0.868 -0.066 2.162 0.10
H 0.290 1.884 0.264 0.08
H -1.320 1.743 0.813 0.08
S -0.977 -1.840 -1.904 0.21
S -0.191 -0.270 -3.022 0.22
H -1.208 -2.563 -3.007 -0.21
H 0.311 0.462 -2.019 -0.25
```

The HOMO-LUMO gap is 8.53 eV. The calculation puts the HOMO energy at -8.15 eV.

Name the most stable of them. A.

A:
The following is a DFT calculation (ωB97M-V with the def2-TZVPD basis set) of C2H7NS2 in the gas phase.

Structure (XYZ):
```
12
Properties=species:S:1:pos:R:3:lowdin_charge:R:1
N 1.359 1.753 -0.448 -0.05
C 0.216 1.092 0.159 -0.40
C -0.423 -0.215 -0.418 -0.44
S 0.006 -1.434 0.962 0.38
S -1.523 -2.741 1.049 0.19
H 1.873 1.211 -1.156 0.07
H 2.124 1.805 0.289 0.09
H 0.468 1.090 1.269 0.10
H -0.545 1.856 0.164 0.09
H -1.449 -0.174 -0.526 0.02
H -0.012 -0.646 -1.387 0.09
H -2.094 -3.595 0.042 -0.14
```

The HOMO-LUMO gap is 8.61 eV. The calculation puts the HOMO energy at -8.47 eV.

B:
The following is a DFT calculation (ωB97M-V with the def2-TZVPD basis set) of 2 unconnected molecules or ions with the total composition C2H7NS2.

Structure (XYZ):
```
12
Properties=species:S:1:pos:R:3:lowdin_charge:R:1
C -2.469 0.411 0.082 -0.12
N -2.012 -0.191 1.181 -0.03
H -2.204 1.346 -0.334 0.02
H -3.416 -0.190 -0.334 0.09
H -2.266 -1.215 1.106 0.04
C 1.669 1.024 -0.425 -0.46
S 1.554 -0.626 -1.215 0.30
S 2.433 -2.055 -0.047 0.26
H 2.039 0.914 0.607 0.03
H 2.551 1.505 -0.935 0.04
H 0.708 1.546 -0.452 0.02
H 1.413 -2.469 0.767 -0.19
```

The HOMO-LUMO gap is 9.56 eV. The calculation puts the HOMO energy at -9.00 eV.

Name the most stable of them. A.

A:
The following is a DFT calculation (ωB97M-V with the def2-TZVPD basis set) of 2 unconnected molecules or ions with the total composition CH7N3.

Structure (XYZ):
```
11
Properties=species:S:1:pos:R:3:lowdin_charge:R:1
H -3.035 1.163 0.775 0.01
N -2.302 1.216 0.071 0.03
C -1.247 0.851 0.743 -0.39
N -0.050 0.905 0.108 0.07
H -1.318 0.711 1.819 0.11
H 0.745 0.414 0.458 0.07
H -0.099 1.157 -0.866 0.09
N 2.694 -2.277 -0.796 0.01
H 2.817 -1.807 0.082 -0.01
H 2.183 -3.138 -0.721 0.00
H 3.565 -2.439 -1.267 0.00
```

The HOMO-LUMO gap is 9.84 eV. The calculation puts the HOMO energy at -9.05 eV.

B:
The following is a DFT calculation (ωB97M-V with the def2-TZVPD basis set) of 2 unconnected molecules or ions with the total composition CH7N3.

Structure (XYZ):
```
11
Properties=species:S:1:pos:R:3:lowdin_charge:R:1
H 2.471 0.218 -0.764 0.07
N 1.517 0.344 -0.247 0.02
C 0.667 0.563 -1.224 -0.34
N -0.749 0.735 -1.206 0.05
H 1.099 0.981 -2.129 0.10
H -1.192 1.392 -1.796 0.06
H -1.418 0.612 -0.432 0.09
N -0.612 -1.123 2.184 -0.01
H -1.613 -1.288 1.798 0.04
H -0.073 -0.522 1.482 -0.01
H -0.098 -1.910 2.333 -0.06
```

The HOMO-LUMO gap is 10.29 eV. The calculation puts the HOMO energy at -9.42 eV.

Name the most stable of them. A.

A:
The following is a DFT calculation (ωB97M-V with the def2-TZVPD basis set) of a molecular structure, C3H4O4V.

Structure (XYZ):
```
12
Properties=species:S:1:pos:R:3:lowdin_charge:R:1
C -2.371 -0.213 -0.121 -0.27
C -0.975 0.173 -0.128 -0.34
O -0.297 -0.347 -1.246 -0.02
C 0.997 0.022 -1.499 -0.75
O 1.394 -0.196 -2.640 0.02
O 1.644 0.569 -0.559 -0.29
O -3.234 0.752 0.286 -0.09
V 1.857 1.103 1.265 0.43
H -2.744 -0.996 -0.786 0.07
H -0.373 -0.134 0.936 0.06
H -4.131 0.548 0.009 0.07
H -0.783 1.254 -0.004 0.10
```

The charge is -1. The HOMO-LUMO gap (spin up / spin down) is 4.10 / 3.33 eV. The calculation puts the HOMO energy (spin up / spin down) at -1.00 / -1.21 eV. As for the spin multiplicity: 5. Its expectation value of S² is 6.08.

B:
The following is a DFT calculation (ωB97M-V with the def2-TZVPD basis set) of a molecular structure, C3H4O4V.

Structure (XYZ):
```
12
Properties=species:S:1:pos:R:3:lowdin_charge:R:1
C -1.628 -0.438 0.276 -0.16
C -0.202 -0.061 0.304 -0.26
O 0.423 -0.494 -0.889 -0.03
C 1.738 -0.193 -1.109 -0.76
O 2.169 -0.489 -2.221 0.02
O 2.374 0.360 -0.165 -0.36
O -2.471 0.575 0.608 -0.02
V 2.693 1.052 1.584 0.18
H -1.992 -1.191 -0.428 0.11
H 0.320 -0.503 1.227 0.09
H -3.377 0.357 0.369 0.09
H -0.048 1.026 0.445 0.10
```

The charge is -1. The HOMO-LUMO gap (spin up / spin down) is 5.10 / 4.23 eV. The calculation puts the HOMO energy (spin up / spin down) at -2.20 / -1.36 eV. As for the spin multiplicity: 5. Its expectation value of S² is 6.06.

Name the most stable of them. B.

A:
The following is a DFT calculation (ωB97M-V with the def2-TZVPD basis set) of a molecular structure, C4H9FN3.

Structure (XYZ):
```
17
Properties=species:S:1:pos:R:3:lowdin_charge:R:1
C 0.751 -1.060 0.216 -0.08
C -1.360 -1.859 -0.127 -0.07
C -1.701 -0.334 -0.347 -0.38
C 2.037 -0.323 0.445 0.01
N 0.000 -2.008 0.349 0.14
N -0.428 0.238 -0.641 0.02
N -0.284 1.710 -0.158 0.22
F -2.300 0.355 0.655 0.02
H -1.982 -2.224 0.621 0.11
H -1.598 -2.379 -1.054 0.14
H -2.403 -0.249 -1.213 0.16
H 1.689 0.636 0.855 0.06
H 2.612 -0.031 -0.428 0.10
H 2.703 -0.822 1.142 0.10
H 0.506 1.873 0.406 0.11
H -1.161 1.931 0.296 0.14
H -0.291 2.283 -1.038 0.19
```

The charge is +1. The HOMO-LUMO gap is 10.55 eV. The calculation puts the HOMO energy at -14.11 eV.

B:
The following is a DFT calculation (ωB97M-V with the def2-TZVPD basis set) of a gas-phase ion, C4H9FN3 (charge +1).

Structure (XYZ):
```
17
Properties=species:S:1:pos:R:3:lowdin_charge:R:1
C -1.135 -1.005 -0.191 -0.06
C -0.541 0.337 0.303 -0.09
C -0.353 -1.650 0.902 -0.32
C 0.580 2.469 -0.166 0.03
N 0.794 -2.254 0.647 0.26
N 0.570 0.893 -1.737 0.17
N 0.213 1.090 -0.544 -0.26
F -0.769 -1.558 2.152 0.18
H -2.229 -1.228 -0.185 0.14
H -0.910 -1.584 -1.152 0.15
H -1.078 0.774 1.200 0.16
H -0.249 2.985 -0.006 0.05
H 1.113 2.342 0.730 0.09
H 1.251 2.980 -0.927 0.14
H 1.366 -2.561 1.412 0.15
H 0.256 0.047 -2.126 0.05
H 1.120 -2.077 -0.311 0.16
```

The charge is +1. The HOMO-LUMO gap (spin up / spin down) is 8.18 / 8.18 eV. The calculation puts the HOMO energy (spin up / spin down) at -12.71 / -12.71 eV.

Name the most stable of them. A.

A:
The following is a DFT calculation (ωB97M-V with the def2-TZVPD basis set) of 2 unconnected molecules or ions with the total composition C2H8NO2.

Structure (XYZ):
```
13
Properties=species:S:1:pos:R:3:lowdin_charge:R:1
C -1.543 0.172 0.029 -0.49
O -0.497 0.664 -0.714 -0.38
C -1.116 -1.085 0.902 -0.31
N 0.340 -1.192 1.131 -0.06
H -2.402 -0.175 -0.559 0.06
H -1.877 0.961 0.748 0.07
H -1.362 -1.950 0.277 0.07
H -1.586 -1.146 1.894 0.08
H 0.554 -0.414 1.759 0.04
H 0.718 -0.782 0.270 0.02
H 1.470 1.023 -1.226 -0.01
H 2.864 0.666 -1.684 0.02
O 2.397 1.347 -1.155 -0.12
```

The charge is -1. The HOMO-LUMO gap is 7.12 eV. The calculation puts the HOMO energy at -2.80 eV.

B:
The following is a DFT calculation (ωB97M-V with the def2-TZVPD basis set) of 2 unconnected molecules or ions with the total composition C2H8NO2.

Structure (XYZ):
```
13
Properties=species:S:1:pos:R:3:lowdin_charge:R:1
C 0.741 -1.013 0.426 -0.19
N 0.433 0.361 0.078 -0.16
C -0.762 0.865 0.947 -0.57
O -0.814 0.408 2.168 -0.31
H 1.583 -1.427 -0.147 0.06
H -0.103 -1.660 0.195 0.07
H 0.953 -1.128 1.491 0.06
H 1.220 0.902 0.424 0.08
H -1.647 0.593 0.317 0.07
H -0.615 1.967 0.892 0.07
H 0.016 0.288 -1.566 -0.01
H -0.963 -0.206 -2.669 0.00
O -0.043 0.051 -2.554 -0.16
```

The charge is -1. The HOMO-LUMO gap is 7.15 eV. The calculation puts the HOMO energy at -2.76 eV.

C:
The following is a DFT calculation (ωB97M-V with the def2-TZVPD basis set) of 2 unconnected molecules or ions with the total composition C2H8NO2.

Structure (XYZ):
```
13
Properties=species:S:1:pos:R:3:lowdin_charge:R:1
C 0.865 1.085 0.003 -0.19
N -0.140 0.214 -0.650 -0.20
C 0.393 -1.163 -0.960 -0.60
O 1.621 -1.145 -1.468 -0.34
H 1.769 0.576 -0.360 0.04
H 0.851 2.118 -0.445 0.06
H 0.647 1.035 1.135 0.07
H -0.583 0.804 -1.506 0.13
H 0.232 -1.749 0.086 0.09
H -0.385 -1.555 -1.524 0.03
H -1.726 0.065 1.169 -0.06
H -1.776 -0.585 2.473 0.05
O -1.769 0.300 2.047 -0.07
```

The charge is -1. The HOMO-LUMO gap is 6.75 eV. The calculation puts the HOMO energy at -2.61 eV.

Name the most stable of them. B.